A molecular structure, C9H40B4N7O16Tl at a distorted geometry. Source: the OMol25 dataset; level of theory: the ωB97M-V functional and the def2-TZVPD basis.

Structure (XYZ):
```
77
Properties=species:S:1:pos:R:3:lowdin_charge:R:1
Tl -0.21834 0.52881 0.15494 1.224
B -2.21393 1.63600 2.15761 -0.455
H -1.22386 2.06192 2.20844 -0.077
H -2.95696 2.27104 2.61466 -0.049
H -2.49381 1.53864 1.12010 -0.076
H -2.19143 0.64785 2.59039 -0.056
B -1.44401 1.10277 -2.61319 -0.338
H -0.84812 2.00175 -2.58177 -0.030
H -2.16491 0.97184 -1.82111 -0.021
H -1.95101 1.03389 -3.56315 -0.004
H -0.68485 0.36138 -2.41754 -0.090
B -2.71924 -1.26466 -0.59567 -0.364
H -2.57788 -1.37063 0.46877 -0.050
H -1.77194 -1.14793 -1.09887 -0.046
H -3.21665 -2.08094 -1.09619 -0.029
H -3.23571 -0.33236 -0.76394 -0.017
B 2.15803 0.97791 1.91412 -0.465
H 1.33729 0.64433 2.53002 -0.076
H 3.13686 1.06737 2.35924 -0.045
H 2.23924 0.23223 1.13849 -0.082
H 1.87811 1.92280 1.47473 -0.090
C 1.52957 -3.85600 -2.18763 -0.028
C 0.63819 -2.61009 -2.07281 -0.751
O -0.36497 -2.57985 -2.80459 -0.010
O 0.96815 -1.62832 -1.39797 -0.056
H 2.57951 -3.56329 -2.19462 0.053
H 1.35274 -4.50691 -3.04388 0.060
H 1.52314 -4.38491 -1.23458 0.059
C -0.24454 5.72241 -0.03991 0.043
N -0.07698 4.27456 0.33823 -0.411
O -0.49418 3.43590 -0.38225 0.045
O 0.57180 3.95990 1.33071 0.047
H -0.01204 6.39883 0.78258 0.087
H -1.24266 6.07769 -0.29608 0.092
H 0.34356 5.89803 -0.94069 0.087
C 3.24451 4.24627 -1.17527 0.054
N 3.19689 2.71005 -1.08986 -0.394
O 2.13277 2.14870 -1.34589 0.049
O 4.24086 2.11703 -0.88545 0.056
H 4.30030 4.50135 -1.26663 0.073
H 2.93180 4.76788 -0.27071 0.092
H 2.92225 4.43514 -2.19927 0.095
C 5.04955 -1.47671 0.78446 0.064
N 5.76873 -1.75028 2.06086 -0.454
O 6.52341 -0.87755 2.50011 0.019
O 5.62430 -2.82536 2.56749 0.055
H 4.40681 -2.34351 0.63070 0.105
H 5.74430 -1.14974 0.01082 0.101
H 4.47739 -0.58467 1.03941 0.078
C 0.76569 -2.08547 4.37280 0.049
N 0.96292 -2.57137 2.94788 -0.397
O 1.67269 -3.54456 2.84429 0.044
O 0.49765 -1.94403 1.97312 0.026
H 1.41172 -1.21193 4.46030 0.097
H 0.97530 -2.77289 5.19234 0.082
H -0.27903 -1.81586 4.52754 0.095
C -2.44645 -4.53549 1.69726 0.052
N -3.89768 -4.18525 1.37379 -0.440
O -4.50671 -3.37549 2.05956 0.043
O -4.35607 -4.70089 0.40380 0.063
H -1.86855 -5.06887 0.94252 0.098
H -2.55658 -5.22221 2.53655 0.081
H -1.85912 -3.70924 2.09781 0.082
C -5.55339 1.33192 1.54261 0.036
N -5.27519 2.82605 1.42477 -0.390
O -5.09303 3.30232 0.28068 0.034
O -5.52150 3.45332 2.46999 0.004
H -5.76221 1.06744 2.57921 0.089
H -4.59544 0.84723 1.35416 0.068
H -6.34257 0.95471 0.89223 0.093
C 1.28900 -1.22028 -6.12350 0.012
N 0.70594 -0.51901 -4.99257 -0.384
O 1.37792 -0.12924 -4.03315 0.072
O -0.55971 -0.49844 -4.95463 0.038
H 0.46842 -1.66137 -6.68936 0.095
H 2.10015 -1.86799 -5.79092 0.099
H 1.77383 -0.50367 -6.78645 0.086
```

Properties
multiplicity = 1
total charge = -2
calculated total energy = -60534.9161 eV
gap between HOMO and LUMO = 0.149 Ha